(1)
This record from the Open Molecules 2025 dataset describes C37H42N4P2Pd as an isolated structure. The level of theory is wB97M-V/def2-TZVPD.

XYZ file:
```
86
Properties=species:S:1:pos:R:3:forces:R:3:mulliken_spin:R:1
Pd 0.089973 2.506240 -2.160032 -1.2 -0.1 2.6 0.97
C -0.994301 2.060793 -3.906950 -0.6 -1.7 -0.9 0.12
C -0.122090 0.992348 -3.564629 -1.3 -0.3 -1.7 0.08
C 1.179501 0.769516 -4.287969 0.4 -0.4 0.4 -0.01
C 2.081758 2.017434 -4.265686 0.6 0.0 -0.1 0.05
C 1.793839 3.005843 -3.159101 0.8 1.6 -0.7 -0.07
C 0.877796 4.086272 -3.221935 1.8 0.9 -0.9 0.19
C -0.062567 4.389287 -4.368142 -0.4 -0.1 0.2 0.00
C -0.702718 3.103815 -4.963683 0.0 0.4 -0.2 0.02
C 0.519598 2.005592 -0.192738 0.3 -0.8 1.6 0.52
H -2.060825 1.902191 -3.668707 0.6 0.3 0.2 0.02
H -0.574086 0.113785 -3.075001 0.1 0.5 -0.1 0.04
H 1.033287 0.444820 -5.333504 -0.2 0.1 0.4 0.00
H 1.702797 -0.060522 -3.789210 -0.1 0.2 -0.2 0.00
H 3.107846 1.679651 -4.069581 -0.2 0.1 -0.4 0.00
H 2.052751 2.519690 -5.244968 0.1 -0.1 0.4 0.00
H 2.571558 3.085937 -2.379720 -0.4 -0.1 -0.3 0.00
H 1.081273 4.923046 -2.529461 -0.3 -0.5 -0.2 0.04
H 0.433855 4.960580 -5.169233 0.0 -0.1 0.3 0.01
H -0.864508 5.028435 -3.964429 0.3 -0.1 -0.2 0.00
H -1.669927 3.394422 -5.416351 0.6 -0.2 0.0 0.00
H -0.032995 2.708564 -5.745732 -0.5 0.0 0.3 0.00
H -0.104191 2.578490 0.508672 0.1 -0.1 -0.3 0.02
H 1.590006 2.203892 -0.059962 -0.2 0.1 -0.3 0.06
H 0.321441 0.924373 -0.119487 0.0 0.4 -0.1 -0.04
P 2.098448 -1.125040 0.638014 3.8 -1.4 0.7 0.06
P -1.836276 -0.860462 0.499600 -3.5 0.6 0.7 0.01
N 3.357226 -0.676285 -0.488592 -0.1 1.1 -0.3 -0.01
N 3.268912 -2.408363 1.473390 -1.4 1.1 0.1 0.00
N -2.903605 0.016809 -0.750405 1.2 -1.0 0.4 -0.01
N -2.802605 -2.149637 1.324528 0.1 0.5 -1.5 0.05
C 0.951369 -1.975872 -0.496359 -0.2 -0.6 -0.5 -0.01
C -0.628641 -1.971166 -0.368821 1.1 -0.5 0.0 0.02
C 4.175789 0.380215 -0.022943 0.2 -0.7 -0.8 0.00
C 5.404187 0.296140 -0.644186 -0.8 0.1 0.5 0.00
C 5.361097 -0.808864 -1.550548 -1.3 -0.2 0.5 0.00
C 4.105997 -1.395224 -1.436127 0.6 0.7 0.1 0.00
C 3.748208 -2.040217 2.735867 0.5 -0.7 0.0 0.00
C 4.772308 -2.904653 3.111915 -1.1 0.6 -0.8 0.00
C 4.944104 -3.840309 2.051207 -1.2 0.8 -0.7 0.00
C 4.027451 -3.500087 1.048663 0.3 -0.2 0.6 0.00
C -2.816033 1.391620 -1.004087 -0.7 0.5 0.0 0.10
C -4.024189 1.855635 -1.516994 1.1 -0.8 0.1 0.03
C -4.840980 0.702464 -1.747815 0.9 -0.8 0.7 0.00
C -4.136587 -0.400607 -1.271938 -0.5 0.5 -0.2 0.01
C -4.141571 -1.875373 1.631157 -0.2 0.2 1.2 0.02
C -4.464362 -2.470302 2.830851 0.4 0.5 -0.9 -0.01
C -3.329986 -3.215875 3.257412 0.7 0.5 -0.8 0.04
C -2.330658 -3.024610 2.323547 -0.2 0.1 0.7 -0.02
H 1.245609 -3.046133 -0.492785 -0.2 0.5 -0.4 0.00
H 1.223880 -1.523800 -1.467023 -0.2 -0.4 0.3 0.01
H -0.963153 -2.010832 -1.417441 -0.4 0.3 0.4 0.00
H -0.902421 -2.950206 0.046737 -0.1 0.4 0.1 0.00
H 3.731084 1.080760 0.670727 0.4 -0.1 0.2 0.00
H 6.254798 0.927200 -0.425033 -0.1 0.0 -0.2 0.00
H 6.171289 -1.128716 -2.182648 -0.1 -0.1 -0.1 0.00
H 3.670290 -2.204748 -2.006959 0.1 0.0 0.3 0.00
H 3.343404 -1.183743 3.257470 0.0 -0.1 -0.1 0.00
H 5.318976 -2.860315 4.035763 0.1 0.0 0.1 0.00
H 5.644582 -4.661318 2.034014 -0.1 0.1 -0.2 0.00
H 3.865270 -3.961722 0.082047 0.0 0.1 0.2 0.00
H -1.896008 1.935056 -0.806306 -0.4 -0.1 0.3 -0.14
H -4.310793 2.896179 -1.662999 0.3 -0.4 -0.2 0.00
H -5.822082 0.699665 -2.210461 0.2 -0.2 0.2 0.00
H -4.390685 -1.449794 -1.281670 -0.1 0.1 0.1 0.00
H -4.751870 -1.283498 0.972531 0.1 0.2 0.1 0.01
H -5.386980 -2.331834 3.367757 -0.2 -0.3 -0.2 0.00
H -3.259491 -3.769580 4.177790 0.1 -0.3 -0.1 0.01
H -1.340602 -3.455967 2.309640 0.0 0.2 -0.1 0.00
C -0.562627 -1.437121 5.447411 1.3 -0.4 -0.7 0.01
C 0.303855 -1.367596 4.340101 0.0 -0.6 1.4 0.13
C -0.090322 -0.704252 3.186573 -1.2 0.8 -0.9 0.06
C -1.344299 -0.092773 3.105904 0.7 -0.5 0.4 0.14
C -1.881450 0.384984 1.821381 1.7 -1.8 0.0 0.38
C -2.753045 1.487015 1.901471 -2.1 2.1 0.8 0.28
C -3.435414 1.726823 3.101104 0.4 0.3 -2.9 0.13
C -3.199821 0.989043 4.252809 0.0 -1.4 2.1 0.45
C -2.123457 0.061769 4.305115 0.2 -0.2 -0.4 -0.04
C -1.734238 -0.695968 5.448450 -0.6 0.9 -0.2 0.20
H -0.270114 -2.050945 6.308687 -0.2 0.4 -0.3 0.00
H 1.285646 -1.836893 4.365570 -0.3 -0.1 0.1 0.01
H 0.552943 -0.605803 2.303764 -0.2 -0.3 0.6 0.02
H -2.996516 2.132359 1.058366 0.0 -0.4 0.4 0.03
H -4.240347 2.459490 3.072827 0.3 0.0 0.1 0.00
H -3.826654 1.131327 5.138498 0.3 0.0 -0.3 -0.01
H -2.337941 -0.642546 6.360989 0.1 -0.1 -0.4 0.00
```
Positions in Å, forces in eV/Å.

## Properties
relative energy (zero: lowest compared OMol25 entry of this formula, charge and spin): 0.0 kJ/mol
⟨S²⟩: 6.0359
charge: +2
LUMO energy (alpha / beta): -5.93 / -8.45 eV
2S+1: 5
E_tot: -2463.81306 Ha
frontier orbital gap (alpha / beta): 5.3 / 3.7 eV

(2)
This record from the Open Molecules 2025 dataset describes C37H42N7O3STi as an isolated structure. The level of theory is wB97M-V/def2-TZVPD.

XYZ file:
```
91
Properties=species:S:1:pos:R:3:forces:R:3:mulliken_spin:R:1
Ti 0.007608 -0.127332 0.081078 -1.6 0.7 -2.8 0.93
C 4.312165 0.956174 -1.624493 -0.2 0.1 -0.1 0.00
C 3.334700 1.856351 -0.867074 0.1 -0.1 0.0 0.00
C 2.777076 1.181923 0.399634 -0.1 0.1 -0.1 0.02
N 1.348662 1.387245 0.524826 0.2 0.8 0.4 -0.02
C 0.896407 2.458295 1.162696 0.3 0.2 -0.1 0.01
C 1.692417 3.311518 1.956491 0.0 -0.2 0.0 -0.01
C 1.409221 4.502385 2.599494 -0.2 0.1 -0.1 0.00
C 0.286693 5.310379 2.517891 0.2 0.1 0.2 0.00
C -0.858368 5.032125 1.788964 0.0 -0.1 0.0 0.00
C -1.221674 3.874721 1.130777 0.0 0.2 0.0 -0.01
C -0.558656 2.629576 1.001200 -0.2 -0.1 0.1 -0.01
N -1.157396 1.533715 0.599344 0.0 0.8 0.4 0.00
C -2.592271 1.555991 0.393443 -0.1 0.1 -0.2 0.03
C -2.982776 1.897595 -1.058237 0.2 0.0 0.0 0.00
C -1.795816 1.907957 -2.021958 0.0 0.1 0.1 0.01
N -0.907083 0.765667 -1.868402 0.0 -0.4 -0.4 -0.04
C -0.461275 0.158353 -2.925880 -0.2 0.1 0.2 0.01
C -0.705692 0.554304 -4.281249 0.1 0.1 -0.3 0.01
C -0.771151 -0.207373 -5.424471 -0.1 0.1 0.2 0.00
C -0.557831 -1.576247 -5.584512 0.0 -0.3 0.0 0.01
C 0.065026 -2.393227 -4.657378 0.0 0.3 -0.2 0.00
C 0.649157 -2.048274 -3.448136 0.0 0.0 0.2 0.01
C 0.564530 -0.881511 -2.661995 0.4 0.1 -0.3 -0.01
N 1.357647 -0.602382 -1.623915 -0.2 -0.2 -0.1 0.00
C 2.726435 -1.106843 -1.755812 0.1 0.1 -0.2 0.01
C 3.628812 -0.098211 -2.497875 0.0 -0.1 0.2 0.00
H 4.980598 0.461281 -0.910403 0.1 0.0 0.0 0.00
H 4.940384 1.571877 -2.273645 0.1 0.0 0.0 0.00
H 2.493425 2.102605 -1.518361 0.0 0.0 0.0 0.00
H 3.824817 2.794411 -0.596327 0.0 0.0 0.0 0.00
H 3.333319 1.520949 1.274939 0.0 -0.1 0.0 0.00
H 2.948610 0.113211 0.348648 0.0 0.0 0.0 -0.01
H 2.698322 2.959785 2.132829 0.0 0.0 0.0 0.00
H 2.215543 4.887073 3.215261 0.0 0.0 0.0 0.00
H 0.321466 6.254320 3.047733 0.0 0.0 0.0 0.00
H -1.596732 5.826844 1.757977 0.0 0.0 0.0 0.00
H -2.191504 3.922939 0.652631 0.0 0.0 0.0 0.00
H -3.071908 2.244704 1.092834 0.0 -0.1 0.0 0.00
H -2.974460 0.572785 0.623799 0.0 -0.1 0.1 -0.02
H -3.454345 2.882075 -1.108605 0.0 0.0 -0.1 0.00
H -3.718908 1.172585 -1.410757 -0.1 0.0 0.0 0.00
H -1.204457 2.814313 -1.848129 0.0 0.0 0.0 0.00
H -2.207574 1.967500 -3.030710 0.1 0.1 0.0 0.00
H -0.902657 1.609463 -4.423070 0.0 0.0 0.0 0.00
H -1.071862 0.328669 -6.319273 0.0 0.0 0.0 0.00
H -0.826340 -2.016141 -6.537209 0.0 0.0 0.0 0.00
H 0.192090 -3.430874 -4.951651 0.0 0.0 0.0 0.00
H 1.217298 -2.843515 -2.983496 0.0 0.0 0.0 0.00
H 3.163147 -1.332409 -0.788047 0.0 0.0 0.0 -0.01
H 2.761775 -2.039986 -2.319356 0.0 0.0 0.1 0.00
H 3.019558 0.401460 -3.255881 0.0 0.0 -0.1 0.00
H 4.406437 -0.657438 -3.026959 0.0 0.0 0.0 0.00
O -3.871669 -0.792080 2.734926 0.0 0.0 0.0 0.00
C -3.267784 -0.180535 3.776230 0.2 0.1 0.0 0.00
C -4.046572 0.177481 4.874347 -0.1 0.0 0.0 0.00
C -3.467438 0.786463 5.969439 0.0 0.0 0.0 0.00
C -2.099638 1.045042 5.996106 0.1 0.0 0.1 0.00
C -1.323018 0.696065 4.910955 0.0 0.0 -0.1 0.00
C -1.886890 0.089086 3.786149 -0.1 0.1 0.1 0.00
C -1.033638 -0.312822 2.652454 0.2 -0.5 -0.1 -0.01
O -1.562855 -0.833789 1.593406 0.0 0.0 0.4 -0.03
N 0.271155 -0.213506 2.785831 0.0 0.5 0.8 0.01
N 0.870924 -0.817179 1.710339 2.2 -2.2 2.1 -0.02
C 1.953378 -1.477742 1.991932 -1.0 0.7 0.3 0.06
C 2.405758 -2.559671 1.145086 0.3 -0.6 -0.7 0.00
C 3.641153 -3.191439 1.332242 -0.2 0.4 0.2 0.02
C 3.959505 -4.287636 0.556685 0.0 -0.2 -0.2 -0.01
C 3.038132 -4.743261 -0.376415 0.1 0.1 0.1 0.02
C 1.838798 -4.052841 -0.494392 -0.1 -0.1 -0.1 -0.01
N 1.526350 -2.992505 0.228188 0.0 0.1 0.4 0.02
H -3.146496 -0.958131 2.085382 0.0 0.0 0.0 0.00
H -5.106548 -0.039318 4.844330 0.0 0.0 0.0 0.00
H -4.087027 1.062835 6.813399 0.0 0.0 0.0 0.00
H -1.648494 1.508540 6.863289 0.0 0.0 0.0 0.00
H -0.256574 0.875500 4.900592 0.0 0.0 0.0 0.00
H 2.413041 -1.317525 2.962461 -0.1 -0.1 0.1 0.00
H 4.331303 -2.807477 2.073308 0.0 0.0 0.0 0.00
H 4.911771 -4.788433 0.674150 0.0 0.0 0.0 0.00
H 3.236357 -5.614375 -0.985449 0.0 0.0 0.0 0.00
H 1.077530 -4.377469 -1.198016 0.0 0.0 0.0 0.00
C -3.244628 -3.022306 -0.068737 0.2 0.3 0.0 0.00
S -2.543437 -1.609223 -0.966033 -0.9 -0.9 -0.3 0.01
C -2.840855 -2.295001 -2.619569 0.1 0.3 0.2 0.00
O -1.062624 -1.751232 -0.778830 0.3 -0.6 -0.1 0.03
H -2.915830 -3.947207 -0.539189 0.0 0.0 0.0 0.00
H -4.331090 -2.941299 -0.067443 0.0 0.0 0.0 0.00
H -2.862968 -2.964624 0.948290 0.0 0.1 0.0 0.00
H -3.890556 -2.566530 -2.725445 0.0 0.1 0.1 0.00
H -2.194592 -3.163583 -2.730542 0.0 0.0 0.0 0.00
H -2.566573 -1.543632 -3.358710 0.0 0.0 0.0 0.00
```
Positions in Å, forces in eV/Å.

## Properties
relative energy (zero: lowest compared OMol25 entry of this formula, charge and spin): 107.6 kJ/mol
⟨S²⟩: 0.7633
LUMO energy (alpha / beta): -0.44 / -0.50 eV
2S+1: 2
E_tot: -3291.77853 Ha
frontier orbital gap (alpha / beta): 6.2 / 6.2 eV

Which of these has the lowest ⟨S²⟩?
C37H42N7O3STi